# C8H23BeN10O14

C8H23BeN10O14 as an isolated structure (ωB97M-V/def2-TZVPD, OMol25).

```
56
Properties=species:S:1:pos:R:3:nbo_charge:R:1
O -14.900 -18.462 -11.083 -0.81
O -17.168 -22.642 -13.869 -0.76
O -16.382 -16.371 -15.210 -0.67
O -14.457 -20.439 -12.036 -0.76
O -17.482 -16.690 -12.042 -0.80
O -13.868 -20.091 -9.951 -0.73
O -18.970 -16.238 -10.412 -0.72
O -18.435 -14.754 -12.030 -0.83
O -13.853 -18.403 -14.709 -0.74
O -18.194 -18.054 -14.688 -0.68
O -16.475 -20.620 -14.320 -0.87
O -14.396 -16.245 -13.173 -0.62
O -17.582 -19.653 -11.866 -0.67
O -17.776 -21.707 -15.806 -0.74
N -12.140 -16.217 -13.039 -0.84
N -19.379 -21.177 -11.835 -0.85
N -12.923 -20.440 -14.526 -0.81
N -12.932 -19.403 -16.522 -0.86
N -13.240 -14.298 -13.418 -0.86
N -20.140 -18.529 -15.762 -0.86
N -20.116 -16.976 -14.137 -0.85
N -19.538 -19.042 -11.208 -0.86
N -16.067 -14.420 -16.306 -0.84
N -16.757 -14.351 -14.195 -0.85
C -17.082 -21.690 -14.649 0.95
C -14.477 -19.644 -11.094 0.95
C -16.353 -15.146 -15.199 0.78
C -13.333 -15.692 -13.308 0.78
C -18.770 -19.966 -11.801 0.78
C -18.255 -15.875 -11.493 0.94
C -13.223 -19.348 -15.201 0.78
C -19.404 -17.897 -14.818 0.79
Be -16.077 -18.271 -13.408 1.69
H -12.590 -20.201 -17.021 0.40
H -14.163 -13.899 -13.557 0.39
H -12.288 -21.126 -14.892 0.37
H -12.771 -14.123 -14.304 0.35
H -12.200 -17.199 -12.811 0.42
H -11.290 -15.693 -12.957 0.39
H -19.532 -19.124 -16.302 0.42
H -15.347 -14.910 -16.824 0.39
H -21.097 -17.161 -14.042 0.38
H -19.033 -18.174 -11.103 0.44
H -19.508 -16.450 -13.520 0.44
H -17.279 -14.816 -13.450 0.46
H -18.835 -22.025 -11.828 0.43
H -19.395 -15.401 -10.185 0.49
H -17.007 -13.430 -14.507 0.36
H -17.577 -20.856 -16.214 0.47
H -13.107 -18.485 -16.900 0.40
H -20.494 -19.222 -10.961 0.36
H -14.016 -19.344 -9.356 0.47
H -20.374 -21.297 -11.821 0.37
H -21.134 -18.474 -15.657 0.39
H -15.886 -13.454 -16.091 0.36
H -13.146 -20.426 -13.533 0.46
```

Computed properties:
total energy: -52642.07806 eV
HOMO energy: -4.37 eV
total charge: -1
relative energy (zero: lowest compared OMol25 entry of this formula, charge and spin): 16.80 kcal per mole
Kohn-Sham gap: 6.727 eV